[1]
129
Properties=species:S:1:pos:R:3:forces:R:3 method="wB97M-V/def2-TZVPD" total_charge=+1
C 2.60406 -1.00584 4.65636 -7.1 6.8 -3.0
C 1.58127 -0.04630 4.40782 6.2 -6.2 1.4
C 0.23544 0.92865 4.31917 0.2 -1.9 0.6
C -0.59029 0.56824 2.94977 -1.3 -0.2 -3.3
C -1.46322 -0.83870 2.92669 0.2 2.4 -2.8
N -2.27786 -1.28033 1.72849 2.9 3.3 -0.1
C -3.06993 -2.59399 1.89375 -0.3 0.1 1.8
C -4.30731 -2.19861 2.94731 -1.5 -1.5 2.0
C -4.96857 -0.68693 2.68079 0.6 -0.6 0.4
N -4.72187 -3.01858 3.96807 2.3 3.1 -4.8
C -2.33155 -0.44206 0.43401 2.3 2.1 2.5
C -1.45794 0.97753 0.31393 -1.9 -2.7 3.8
C -0.55326 1.51597 1.61279 -2.2 -3.7 1.7
C 0.26460 2.93104 1.49077 -1.1 4.9 -4.5
O 0.00035 3.70548 0.40580 0.8 -3.8 8.5
O 1.29759 3.43508 2.40839 -4.1 -1.1 -0.5
H 3.52700 -1.75776 4.74209 -2.5 2.2 -0.5
H -0.48042 0.62739 5.22579 1.7 0.5 -1.9
H 0.48078 2.06249 4.47199 -0.2 -2.4 -0.7
H -1.44566 -1.51811 3.88423 -0.2 1.3 -2.3
H -3.45773 -3.02636 0.87785 0.9 1.1 1.9
H -2.33267 -3.33099 2.47204 -1.7 1.4 -1.6
H -5.18186 -0.50153 1.52456 0.3 -0.6 2.6
H -5.91802 -0.51058 3.35708 2.0 -0.6 -1.6
H -4.15601 0.09397 3.00525 -1.6 -1.4 -0.6
H -4.14910 -3.89874 3.95183 -0.5 0.9 0.0
H -2.99793 -0.81275 -0.47547 1.6 0.7 2.3
H -1.51917 1.56698 -0.70766 -1.6 -1.5 2.9
H 0.77709 4.02569 3.05990 1.2 -1.0 -1.4
C -3.38294 -3.30078 7.95988 -0.2 -0.3 0.4
Br -2.55871 -2.46586 6.40815 0.0 0.0 0.3
Br -2.75635 -2.51261 9.62433 -0.2 -0.2 -0.6
Br -5.32454 -3.29208 7.84071 0.6 0.0 0.0
H -3.06756 -4.34937 7.96401 -0.1 0.5 -0.1
C -3.00539 4.47790 -1.45595 0.2 0.4 -0.1
Br -4.02593 6.03826 -2.01097 0.2 -0.6 0.2
Br -3.72132 3.68547 0.17001 0.1 0.2 -0.3
Br -2.84464 3.17120 -2.88801 -0.1 0.2 0.4
H -1.99281 4.82412 -1.22388 -0.4 -0.2 -0.1
C -5.86752 0.85814 9.76387 -0.1 0.2 0.1
Br -5.62591 0.46487 7.87409 0.0 0.1 0.4
Br -7.11426 -0.37483 10.60627 0.4 0.3 -0.3
Br -4.16991 0.93067 10.71095 -0.4 0.0 -0.2
H -6.31250 1.85657 9.82832 0.2 -0.5 0.0
C 1.99914 0.86728 -1.53714 0.1 0.1 -0.8
Br 3.59370 1.96634 -1.35351 -0.6 -0.2 -0.2
Br 0.39712 1.81604 -0.97355 4.8 -1.4 -4.3
Br 1.81921 0.14755 -3.33539 0.0 0.3 0.6
H 2.11955 0.01384 -0.86174 -0.3 0.7 -0.6
C 0.09227 -3.94999 -3.55578 0.0 -0.2 -0.3
Br 1.15044 -2.86927 -4.77914 -0.3 -0.5 0.2
Br 1.09834 -5.47061 -2.87773 -0.2 0.5 -0.1
Br -0.66426 -2.88261 -2.11617 0.2 -0.1 -0.2
H -0.74808 -4.35321 -4.13046 0.3 0.2 0.2
C 3.53143 1.88640 -7.08192 0.0 0.2 -0.1
Br 3.70255 0.07654 -7.77430 -0.3 0.7 0.3
Br 1.67020 2.38968 -6.82353 0.4 -0.2 0.0
Br 4.58240 2.14548 -5.46562 -0.3 -0.2 -0.4
H 3.94213 2.55954 -7.84168 -0.2 -0.3 0.3
C -6.91674 3.40253 -4.32496 0.1 0.3 0.0
Br -7.03999 3.08741 -6.24063 0.0 0.0 0.5
Br -8.45896 4.37806 -3.65107 0.4 -0.3 -0.2
Br -6.61556 1.75350 -3.33801 -0.1 0.3 -0.2
H -6.04004 4.03783 -4.16120 -0.4 -0.3 0.0
C 4.14757 -2.45456 -1.27524 0.0 -0.1 -0.4
Br 5.20573 -1.37384 -2.49860 -0.2 -0.2 0.8
Br 5.15364 -3.97518 -0.59719 -0.3 0.5 -0.1
Br 3.39104 -1.38718 0.16437 0.7 -1.0 0.5
H 3.30722 -2.85778 -1.84991 0.3 0.2 0.2
C 3.07641 -3.54476 -9.25303 0.1 0.2 0.0
Br 1.75724 -2.88887 -10.52343 0.3 -0.2 0.4
Br 2.31468 -4.84864 -8.02670 0.1 0.3 -0.3
Br 4.66246 -4.23123 -10.14596 -0.6 0.0 0.1
H 3.39440 -2.68722 -8.65092 -0.1 -0.4 -0.2
C 7.01206 1.54231 1.18112 0.2 0.0 0.2
Br 7.44151 -0.29400 0.70381 -0.2 0.5 0.1
Br 7.43170 2.78154 -0.25848 -0.2 -0.3 0.3
Br 5.16939 1.72313 1.77775 0.5 0.0 0.1
H 7.65055 1.80980 2.02953 -0.3 -0.1 -0.4
C -1.94633 -3.94767 -7.74314 0.3 0.1 -0.2
Br -2.96688 -2.38731 -8.29816 0.2 -0.5 0.2
Br -2.66226 -4.74009 -6.11718 0.1 0.1 -0.3
Br -1.78558 -5.25437 -9.17519 -0.1 0.4 0.5
H -0.93375 -3.60145 -7.51107 -0.4 -0.2 -0.1
C 2.54938 -0.54528 8.99143 0.3 -0.3 0.5
Br 1.24192 -1.51445 10.05705 0.3 0.3 -0.3
Br 2.68898 -1.26273 7.18865 -0.2 0.2 1.8
Br 2.20153 1.36863 8.98387 0.0 -0.5 -0.1
H 3.52338 -0.69134 9.46998 -0.4 0.1 -0.2
C 2.77612 -5.63106 10.77573 0.1 -0.2 0.0
Br 3.60035 -4.79614 9.22401 -0.2 0.0 0.5
Br 3.40271 -4.84290 12.44019 -0.2 -0.2 -0.5
Br 0.83452 -5.62237 10.65656 0.5 0.1 0.0
H 3.09150 -6.67965 10.77987 -0.1 0.5 0.0
C -0.52853 4.30467 -10.04394 0.1 0.2 0.1
Br -1.81307 2.96918 -9.45173 0.3 0.3 -0.2
Br 1.10712 3.49003 -10.71120 -0.4 0.2 0.1
Br -1.30533 5.53275 -11.33720 0.2 -0.4 0.3
H -0.25498 4.89719 -9.16467 -0.1 -0.3 -0.4
C -5.86144 9.36701 0.13101 0.1 0.2 0.1
Br -5.98470 9.05188 -1.78466 0.0 0.1 0.4
Br -7.40366 10.34254 0.80490 0.4 -0.3 -0.2
Br -5.56026 7.71797 1.11796 -0.1 0.4 -0.2
H -4.98474 10.00230 0.29477 -0.4 -0.3 -0.1
C -1.80846 9.84298 -10.72042 -0.2 0.2 -0.1
Br -1.56685 9.44970 -12.61020 0.0 0.0 0.5
Br -3.05520 8.61000 -9.87802 0.3 0.4 -0.2
Br -0.11085 9.91550 -9.77334 -0.3 -0.1 -0.2
H -2.25344 10.84140 -10.65597 0.2 -0.4 0.0
C -1.69464 11.10150 -6.48187 0.1 0.0 -0.2
Br -0.59251 12.27019 -5.38470 -0.3 -0.3 -0.2
Br -2.06499 9.41126 -5.59297 0.1 0.4 -0.2
Br -3.32630 11.98446 -7.06680 0.4 -0.2 0.2
H -1.11636 10.86925 -7.38225 -0.3 0.1 0.4
C 3.34976 -8.53243 7.09743 0.0 -0.2 -0.2
Br 2.36224 -9.51309 8.45661 0.3 0.3 -0.3
Br 2.40036 -6.93400 6.52480 0.2 -0.5 0.1
Br 5.16470 -8.13009 7.67034 -0.5 -0.1 -0.1
H 3.42815 -9.18794 6.22382 0.0 0.3 0.4
C 6.69250 -2.53647 -6.46622 0.1 -0.2 -0.1
Br 6.43326 -1.83010 -8.26013 0.4 -0.2 0.5
Br 7.92240 -1.44342 -5.42853 -0.4 -0.2 -0.2
Br 5.00187 -2.80074 -5.54100 0.3 -0.1 -0.6
H 7.15516 -3.52297 -6.57481 -0.2 0.5 0.1
C 5.69154 -12.02697 9.20867 -0.1 0.2 0.1
Br 5.93315 -12.42024 7.31890 -0.1 0.1 0.5
Br 4.44480 -13.25994 10.05107 0.3 0.3 -0.2
Br 7.38915 -11.95444 10.15576 -0.4 -0.1 -0.3
H 5.24656 -11.02854 9.27312 0.2 -0.4 -0.1

[2]
Density functional theory data (wB97M-V/def2-TZVPD) for C16H33Br3Cl6CsNNaNbO5 as an isolated structure at a distorted geometry.

The geometry in XYZ format:
```
67
Properties=species:S:1:pos:R:3:forces:R:3
C -4.26917 4.01951 -2.18847 0.1 -0.9 0.3
C -4.01000 2.58717 -1.53332 1.0 1.6 -0.6
O -3.60875 1.73440 -2.64641 -0.4 0.0 1.4
C -2.82619 2.76148 -0.45185 -0.3 0.3 -0.8
O -2.42681 1.54416 0.23298 -2.2 1.1 0.5
Nb -3.68880 1.00404 1.77280 4.6 0.9 -1.8
H -5.21661 4.39692 -1.74518 0.8 0.3 -0.6
H -3.41929 4.71903 -2.01118 -0.7 -0.4 0.1
H -4.33356 3.88614 -3.29596 -0.3 0.1 1.0
H -4.98658 2.26841 -1.05479 1.8 0.3 -0.8
H -4.13168 0.92012 -2.66731 0.4 0.1 0.1
H -3.07072 3.60997 0.23682 0.0 -0.8 -0.4
H -1.88595 3.11262 -1.04802 -5.1 0.8 2.6
H -2.35369 0.96707 3.02579 -0.7 -0.4 0.2
H -3.29450 -0.77589 1.45684 -0.6 -0.5 0.6
H -5.12564 0.87434 0.67861 0.8 -1.1 1.2
H -4.06144 2.72046 2.25595 -0.6 0.1 0.4
H -4.79760 0.45850 3.14460 -0.2 -0.2 -0.1
N -5.20320 -2.30717 4.07660 0.1 -0.3 0.1
H -4.37060 -2.42324 3.48611 0.0 0.3 -0.1
H -5.96500 -1.92483 3.51329 0.2 0.2 0.0
H -5.48190 -3.21536 4.46300 0.0 0.0 0.1
H -4.98876 -1.66009 4.84001 0.0 0.1 -0.2
Cs -0.40779 2.33248 -1.84894 4.8 -2.1 -2.4
C 1.94977 0.13048 -7.28753 0.4 -0.5 0.3
Cl 2.37043 -0.97632 -5.96929 -0.2 0.5 -0.5
Cl 0.49634 1.04436 -6.83821 -0.3 0.3 -0.1
Cl 3.29004 1.22855 -7.65942 -0.1 0.1 -0.1
H 1.72921 -0.44985 -8.17771 -0.1 0.2 0.0
Cl 2.84411 -2.56196 -3.87060 0.0 -0.4 0.2
Na -6.38064 1.32361 -0.16927 -2.7 0.4 -1.0
C 4.47742 7.12184 0.99586 0.3 0.3 0.3
C 3.39329 7.82144 0.22328 -0.1 0.5 0.3
O 3.07566 6.88070 -0.80570 -0.1 -2.5 3.5
C 3.44461 5.65584 -0.34787 -0.4 0.5 -0.2
O 3.16641 4.62735 -0.88753 -0.1 -0.3 0.1
O 4.16951 5.74421 0.80097 0.0 -0.3 -0.2
H 4.46705 7.37471 2.05570 0.0 -0.2 0.0
H 5.47276 7.32167 0.59265 -0.1 0.0 -0.1
H 2.49840 8.00250 0.82523 0.0 -0.1 0.0
H 3.72680 8.76242 -0.20577 -0.1 -0.2 -0.3
Br 3.30942 8.15407 -2.70191 0.3 2.2 -3.4
C 3.38533 -2.20942 1.68656 0.0 0.1 0.0
C 3.00824 -3.49769 2.04505 0.0 0.0 0.1
C 2.67906 -4.42420 1.06102 0.0 0.0 -0.1
C 2.73641 -4.06414 -0.28196 -0.1 0.0 0.2
C 3.11698 -2.77747 -0.64258 0.1 0.3 -0.1
C 3.43731 -1.84892 0.34310 -0.1 -0.2 0.2
H 3.63928 -1.48542 2.45333 0.0 0.0 0.0
H 2.97014 -3.78048 3.09174 0.0 0.0 0.0
H 2.37843 -5.42878 1.34096 0.0 0.0 0.0
H 2.48496 -4.78720 -1.04790 0.0 0.1 0.0
H 3.16251 -2.49926 -1.69935 0.0 -0.2 0.3
H 3.72958 -0.84303 0.06347 0.0 0.0 0.0
C -7.97240 -4.69959 3.36918 -0.2 -0.1 -0.1
Cl -9.29537 -3.69293 3.96431 0.1 0.1 -0.1
Cl -7.14689 -5.53308 4.69595 0.2 0.1 -0.1
H -8.37278 -5.44106 2.68427 0.0 0.0 0.1
H -7.25745 -4.06788 2.84920 -0.1 -0.1 0.0
Br 8.33630 -5.52328 -0.38658 0.0 0.0 0.0
C 6.57403 -5.38657 0.43355 0.2 0.0 0.2
C 5.70765 -6.56471 0.07287 -0.3 0.0 -0.2
Br 5.02221 -6.40871 -1.74079 0.1 -0.1 0.0
H 6.15117 -4.43394 0.12169 -0.1 -0.1 0.0
H 6.76149 -5.36316 1.50654 0.0 0.0 0.0
H 4.82365 -6.59659 0.70929 0.1 0.1 0.0
H 6.22956 -7.51681 0.13482 0.1 0.1 0.0
```
Positions in Å, forces in eV/Å.

[3]
72
Properties=species:S:1:pos:R:3:forces:R:3 method="wB97M-V/def2-TZVPD" total_charge=-1
O -1.01296 -5.24972 6.28802 -0.5 0.0 0.3
N -1.54420 -4.78177 5.35112 0.7 0.2 -0.6
O -2.18559 -5.74396 4.59352 0.0 -0.9 0.1
C -1.82315 -5.64769 3.18506 -0.2 0.6 0.5
Nb -0.77441 -3.76665 2.38056 -1.0 -0.5 0.5
H -1.21114 -6.51501 2.93930 0.2 -0.1 0.2
H -2.75076 -5.75446 2.61894 -0.1 0.1 -0.1
H -1.80771 -3.67434 0.85762 0.4 -0.2 -0.2
H -1.88697 -2.59805 3.23882 -0.4 0.4 -0.2
H 0.49978 -3.80981 3.69487 0.7 -0.1 -0.3
H 0.33768 -4.84281 1.36699 -0.1 0.1 -0.4
H 0.14391 -2.30752 1.76453 0.2 0.1 0.5
C 2.38100 -0.95981 -1.91400 0.1 0.1 -0.1
C 2.75117 -2.37816 -1.55432 0.0 -0.2 0.0
O 1.61128 -2.82123 -0.81198 0.0 0.2 -0.2
C 0.54745 -2.07252 -1.17758 -0.1 -0.2 0.2
O -0.57676 -2.28679 -0.87660 0.1 0.2 -0.5
O 0.95209 -1.01921 -1.95972 0.1 0.0 0.0
H 2.78465 -0.64529 -2.87376 -0.1 0.0 -0.1
H 2.68473 -0.24236 -1.14862 0.0 0.0 0.0
H 2.86451 -3.01519 -2.43452 0.0 0.0 0.0
H 3.64685 -2.43983 -0.95632 -0.1 -0.1 0.2
C 8.41408 -3.43212 -1.18561 0.2 0.0 0.1
C 7.45579 -4.59515 -1.32268 0.1 -0.2 0.0
O 6.18821 -3.93959 -1.37664 0.1 0.1 0.0
C 6.38625 -2.67303 -1.80976 -0.1 0.0 -0.1
O 5.51549 -1.92785 -2.11765 0.2 0.2 -0.1
O 7.70889 -2.37489 -1.84157 0.0 -0.1 0.0
H 9.37301 -3.60908 -1.66612 0.0 0.1 -0.1
H 8.58274 -3.14994 -0.14462 0.0 0.0 0.0
H 7.60344 -5.15269 -2.24945 0.0 0.0 0.0
H 7.49576 -5.28408 -0.48299 -0.2 0.1 0.0
C 1.05046 -3.08134 -6.91594 -0.2 0.0 -0.1
C 1.00231 -3.27281 -5.41682 -0.2 0.0 0.2
O 2.33711 -3.70160 -5.12304 0.0 0.0 -0.1
C 3.15087 -3.25581 -6.10869 0.1 0.0 0.1
O 4.33701 -3.29691 -6.07782 0.0 0.0 0.0
O 2.42530 -2.75360 -7.14050 -0.1 0.0 0.1
H 0.40311 -2.28106 -7.26503 0.2 0.1 0.0
H 0.81382 -3.99650 -7.46266 0.0 0.0 0.0
H 0.80380 -2.34423 -4.87820 0.0 0.0 0.0
H 0.28093 -4.02286 -5.10420 0.1 -0.1 0.1
C -5.57825 -0.01076 4.04545 -0.2 0.0 0.1
C -4.25209 -0.60191 4.46802 0.0 -0.2 0.3
O -3.49088 -0.53471 3.26540 -0.2 0.3 -0.1
C -4.01040 0.43001 2.49033 0.2 -0.2 0.0
O -3.50818 0.84547 1.49278 -0.2 0.0 0.1
O -5.19344 0.87771 2.99148 0.0 0.0 0.0
H -6.07889 0.53324 4.84307 0.0 0.2 -0.1
H -6.26079 -0.76082 3.64131 0.0 0.0 0.0
H -3.75266 -0.00599 5.23489 0.0 0.0 0.0
H -4.32797 -1.62997 4.81233 0.2 -0.1 -0.2
C -2.23243 3.33956 0.42313 0.0 -0.2 0.1
C -1.00188 3.81049 1.15925 0.1 -0.2 0.1
O -0.77334 5.10708 0.58025 -0.1 0.0 0.0
C -1.94661 5.55260 0.08490 0.0 -0.1 0.0
O -2.12911 6.66548 -0.31093 0.0 0.1 0.1
O -2.88100 4.58576 0.09634 0.2 0.1 0.0
H -2.87310 2.70835 1.02790 -0.1 0.2 -0.1
H -1.98986 2.81550 -0.50193 0.0 0.1 0.0
H -1.17413 3.93040 2.23037 0.0 0.1 0.0
H -0.14222 3.16384 1.00948 0.1 0.1 -0.1
C -3.04771 9.59623 0.14667 0.1 -0.2 -0.2
C -3.79444 9.21144 1.39994 -0.1 -0.2 0.0
O -3.46792 10.28579 2.29193 0.0 0.0 -0.1
C -3.13527 11.36636 1.54418 0.0 0.0 0.0
O -2.97672 12.46192 1.97811 0.0 0.0 0.0
O -3.00833 11.02955 0.24011 -0.1 -0.1 0.2
H -3.55296 9.28445 -0.76230 0.0 0.2 0.0
H -2.02928 9.21130 0.13414 0.0 0.0 0.0
H -4.87658 9.19219 1.25546 0.0 0.0 0.0
H -3.47342 8.25679 1.80601 0.1 0.1 0.1

For reference, DFT total energy by record: -4243311.836; -320617.778; -64186.943 eV.
For reference, HOMO-LUMO gap by record: 5.8396; 1.3208; 6.8539 eV.
For reference, E_LUMO by record: -5.35; -3.53; 1.94 eV.